1.
Computed, not measured: an isolated ion of composition C4H4N3O and charge +1, with ωB97M-V/def2-TZVPD.

Calculated values
LUMO (alpha / beta)   -7.50 / -7.52 eV
M   110.096 g mol⁻¹
Max |F|   4.974 eV/Å
Net charge   +1
Highest occupied orbital energy (alpha / beta)   -13.699 / -13.672 eV
Energy above the lowest of the compared OMol25 structures with the same formula, charge and spin   120.9 kcal/mol
Gap between HOMO and LUMO (alpha / beta)   0.228 / 0.226 Ha

Each line ends with the Löwdin charge.
Geometry (Å):
C (-0.398, 0.276, -0.014)  -0.01
C (0.696, -0.400, 0.483)  -0.22
C (-1.101, -0.282, -1.145)  -0.31
C (-0.472, -1.332, -1.767)  0.12
N (-0.787, -3.616, -2.277)  0.38
N (-0.694, -2.554, -2.031)  0.00
N (1.005, -1.539, 0.075)  0.23
O (-2.191, 0.292, -1.578)  0.12
H (-0.775, 1.217, 0.337)  0.12
H (0.978, 0.190, 1.376)  0.17
H (1.800, -2.228, -0.018)  0.16
H (-2.410, 1.214, -1.071)  0.24

---

2.
Computed, not measured: C43H46AuBrN5O6 as an isolated structure, with ωB97M-V/def2-TZVPD.

Calculated values
LUMO   1.61 eV
M   1005.741 g mol⁻¹
Max |F|   0.573 eV/Å
Net charge   -1
Highest occupied orbital energy   -5.559 eV
Energy above the lowest of the compared OMol25 structures with the same formula, charge and spin   38.4 kcal/mol
Gap between HOMO and LUMO   0.263 Ha

Each line ends with the Löwdin charge.
Geometry (Å):
Au (-0.222, -0.192, 0.293)  1.39
C (4.093, -0.956, 3.938)  -0.06
C (3.166, -1.978, 3.268)  -0.36
C (1.740, -1.836, 3.780)  -0.05
C (3.360, -2.077, 1.753)  -0.11
C (4.203, -3.117, 1.362)  -0.06
C (4.579, -3.313, 0.046)  -0.09
C (4.145, -2.415, -0.907)  -0.05
C (3.316, -1.352, -0.568)  -0.14
C (2.969, -0.360, -1.651)  -0.37
C (2.155, -1.001, -2.774)  -0.05
C (4.231, 0.318, -2.190)  -0.05
C (2.856, -1.213, 0.751)  -0.15
N (1.841, -0.249, 1.056)  0.03
C (2.225, 0.838, 1.781)  -0.46
O (3.388, 1.167, 2.003)  0.03
C (1.101, 1.657, 2.412)  -0.19
C (1.230, 2.758, 3.247)  0.02
C (0.050, 3.385, 3.644)  -0.04
C (-1.200, 2.966, 3.183)  0.02
C (-1.218, 1.870, 2.336)  -0.19
N (-0.094, 1.266, 2.057)  0.06
C (-2.414, 1.364, 1.533)  -0.46
O (-3.535, 1.752, 1.817)  0.06
N (-2.145, 0.604, 0.406)  0.01
C (-3.106, 0.678, -0.649)  -0.14
C (-3.758, -0.474, -1.127)  -0.13
C (-4.716, -0.352, -2.126)  -0.05
C (-5.050, 0.882, -2.655)  -0.08
C (-4.406, 2.010, -2.186)  -0.05
C (-3.428, 1.938, -1.199)  -0.12
C (-2.757, 3.238, -0.788)  -0.36
C (-3.735, 4.194, -0.102)  -0.06
C (-2.123, 3.928, -1.999)  -0.05
C (-3.497, -1.829, -0.515)  -0.38
C (-4.359, -2.013, 0.735)  -0.04
C (-3.654, -2.998, -1.483)  -0.07
H (4.179, -1.188, 5.003)  0.07
H (3.723, 0.062, 3.839)  0.05
H (5.091, -0.975, 3.498)  0.08
H (3.505, -2.955, 3.630)  0.11
H (1.293, -0.877, 3.530)  0.06
H (1.733, -1.937, 4.869)  0.08
H (1.110, -2.625, 3.374)  0.06
H (4.576, -3.789, 2.128)  0.10
H (5.224, -4.140, -0.225)  0.09
H (4.465, -2.524, -1.937)  0.10
H (2.355, 0.410, -1.202)  0.09
H (2.739, -1.756, -3.307)  0.07
H (1.850, -0.242, -3.498)  0.06
H (1.257, -1.481, -2.380)  0.06
H (4.898, -0.408, -2.663)  0.07
H (4.780, 0.812, -1.387)  0.09
H (3.967, 1.068, -2.939)  0.07
H (2.209, 3.107, 3.544)  0.11
H (0.106, 4.245, 4.301)  0.10
H (-2.117, 3.474, 3.448)  0.12
H (-5.218, -1.240, -2.488)  0.10
H (-5.810, 0.962, -3.423)  0.09
H (-4.660, 2.979, -2.600)  0.10
H (-1.949, 3.010, -0.096)  0.10
H (-4.530, 4.492, -0.792)  0.07
H (-3.213, 5.101, 0.213)  0.08
H (-4.189, 3.730, 0.771)  0.07
H (-2.888, 4.308, -2.681)  0.07
H (-1.489, 3.246, -2.563)  0.06
H (-1.508, 4.770, -1.676)  0.09
H (-2.465, -1.824, -0.192)  0.08
H (-5.421, -2.001, 0.474)  0.08
H (-4.181, -1.208, 1.452)  0.08
H (-4.138, -2.965, 1.225)  0.07
H (-4.694, -3.155, -1.778)  0.07
H (-3.309, -3.919, -1.007)  0.07
H (-3.059, -2.848, -2.385)  0.09
C (0.008, -5.394, 0.529)  -0.02
N (-0.499, -4.218, 1.216)  -0.05
C (-1.218, -4.347, 2.377)  -0.07
C (-1.702, -3.290, 3.032)  0.00
C (-1.448, -1.936, 2.535)  -0.52
O (-1.838, -0.943, 3.122)  0.05
N (-0.740, -1.871, 1.348)  0.03
C (-0.288, -2.970, 0.651)  -0.53
O (0.248, -2.852, -0.444)  0.01
H (0.529, -6.038, 1.237)  0.09
H (0.701, -5.060, -0.237)  0.09
H (-0.805, -5.951, 0.057)  0.09
H (-1.363, -5.365, 2.717)  0.13
H (-2.270, -3.394, 3.943)  0.11
Br (3.023, 4.387, -0.926)  0.80
C (2.203, 3.721, -2.499)  -0.60
C (2.724, 4.152, -3.713)  -0.14
C (2.210, 3.661, -4.900)  -0.09
C (1.183, 2.726, -4.877)  -0.08
C (0.682, 2.293, -3.664)  -0.05
C (1.172, 2.790, -2.455)  -0.17
C (0.554, 2.298, -1.165)  -0.61
O (0.391, 3.021, -0.206)  0.03
O (0.250, 1.031, -1.255)  -0.17
H (3.538, 4.864, -3.715)  0.09
H (2.623, 4.002, -5.841)  0.10
H (0.782, 2.328, -5.800)  0.10
H (-0.103, 1.548, -3.627)  0.12

---

3.
Computed, not measured: a 8-piece molecular cluster, C30H83N7O9 overall, with ωB97M-V/def2-TZVPD.

Calculated values
LUMO   0.62 eV
SMILES string   COC[C@H](C)N.COC[C@H](C)N.COC[C@H](C)N.COC[C@H](C)N.COC[C@H](C)N.COC[C@H](C)N.COC[C@H](C)N.OCCO
M   686.034 g mol⁻¹
Max |F|   2.955 eV/Å
Net charge   0
Highest occupied orbital energy   -8.688 eV
Energy above the lowest of the compared OMol25 structures with the same formula, charge and spin   51.2 kcal/mol
Gap between HOMO and LUMO   0.342 Ha

Each line ends with the Löwdin charge.
Geometry (Å):
C (0.172, 0.958, -1.307)  -0.23
C (0.013, 1.237, 0.181)  -0.22
O (0.938, 0.500, 0.994)  -0.09
O (0.065, -0.434, -1.463)  -0.08
H (1.102, 1.297, -1.721)  0.12
H (-0.673, 1.421, -1.822)  0.09
H (-1.051, 0.950, 0.436)  0.12
H (0.256, 2.274, 0.367)  0.09
H (0.862, -0.411, 0.674)  0.04
H (0.035, -0.671, -2.407)  0.06
C (-2.130, 3.576, -0.738)  -0.04
C (-2.878, 3.450, -2.058)  -0.44
C (-3.718, 2.151, -2.047)  -0.18
O (-2.860, 1.030, -1.847)  -0.25
C (-3.525, -0.118, -1.449)  -0.10
N (-3.788, 4.468, -2.426)  0.03
H (-1.615, 2.628, -0.578)  0.02
H (-2.690, 3.680, 0.160)  0.05
H (-1.283, 4.305, -0.719)  0.09
H (-2.226, 3.373, -2.907)  0.13
H (-4.300, 2.037, -2.931)  0.12
H (-4.422, 2.358, -1.199)  0.14
H (-4.171, -0.410, -2.241)  0.08
H (-4.159, 0.175, -0.529)  0.12
H (-2.738, -0.788, -1.181)  0.07
H (-3.387, 5.397, -2.541)  0.09
H (-4.512, 4.548, -1.757)  0.06
C (-3.401, 1.941, 2.552)  -0.07
C (-2.181, 2.089, 3.412)  -0.44
C (-1.641, 0.658, 3.684)  -0.16
O (-0.587, 0.878, 4.656)  -0.20
C (0.289, -0.223, 4.694)  -0.14
N (-1.229, 2.889, 2.706)  0.06
H (-3.734, 2.913, 2.115)  0.09
H (-4.157, 1.481, 3.141)  0.07
H (-3.226, 1.358, 1.685)  0.05
H (-2.429, 2.628, 4.345)  0.14
H (-1.152, 0.162, 2.823)  0.11
H (-2.391, -0.089, 4.070)  0.14
H (-0.227, -1.172, 5.037)  0.10
H (1.053, -0.043, 5.475)  0.09
H (0.791, -0.437, 3.735)  0.06
H (-1.415, 3.855, 2.866)  0.07
H (-0.295, 2.753, 3.113)  0.09
C (3.457, 5.565, -0.682)  -0.06
C (1.898, 5.335, -0.525)  -0.45
C (1.505, 4.881, 0.853)  -0.23
O (1.765, 5.965, 1.715)  -0.19
C (1.798, 5.653, 3.111)  -0.07
N (1.229, 6.544, -0.957)  0.03
H (4.158, 4.918, -0.117)  0.07
H (3.704, 6.589, -0.386)  0.07
H (3.656, 5.381, -1.764)  0.07
H (1.709, 4.501, -1.238)  0.14
H (2.081, 3.983, 1.195)  0.11
H (0.404, 4.616, 0.861)  0.11
H (2.317, 6.497, 3.485)  0.07
H (2.321, 4.691, 3.332)  0.09
H (0.846, 5.695, 3.589)  0.07
H (1.344, 7.334, -0.315)  0.08
H (1.595, 6.578, -1.906)  0.07
C (3.381, -3.951, 1.119)  -0.07
C (1.964, -3.665, 0.750)  -0.42
C (1.004, -3.385, 1.984)  -0.14
O (-0.269, -2.956, 1.465)  -0.22
C (-1.401, -3.273, 2.214)  -0.14
N (1.985, -2.411, 0.004)  0.06
H (3.749, -3.032, 1.521)  0.05
H (4.031, -4.117, 0.231)  0.09
H (3.544, -4.826, 1.770)  0.09
H (1.559, -4.503, 0.195)  0.12
H (1.447, -2.574, 2.590)  0.11
H (0.940, -4.305, 2.565)  0.12
H (-1.421, -2.835, 3.261)  0.09
H (-1.455, -4.349, 2.410)  0.08
H (-2.276, -2.910, 1.650)  0.09
H (2.734, -2.300, -0.645)  0.07
H (1.104, -2.161, -0.406)  0.04
C (3.310, 1.976, 3.051)  -0.04
C (4.273, 1.038, 2.336)  -0.44
C (4.127, -0.300, 2.946)  -0.26
O (4.337, -0.372, 4.315)  -0.17
C (4.427, -1.648, 4.809)  -0.13
N (4.015, 1.033, 0.898)  0.06
H (3.151, 2.926, 2.466)  0.06
H (3.682, 2.152, 3.998)  0.05
H (2.324, 1.484, 3.082)  0.07
H (5.327, 1.354, 2.444)  0.15
H (4.856, -0.953, 2.494)  0.11
H (3.118, -0.656, 2.694)  0.11
H (3.412, -2.048, 5.067)  0.10
H (5.041, -1.538, 5.699)  0.09
H (4.896, -2.387, 4.152)  0.08
H (3.068, 0.657, 0.737)  0.05
H (4.725, 0.513, 0.420)  0.06
C (-2.278, -4.099, -2.705)  -0.05
C (-2.541, -4.457, -1.256)  -0.47
C (-3.668, -5.441, -1.159)  -0.26
O (-4.897, -4.950, -1.602)  -0.19
C (-5.781, -5.989, -1.880)  -0.13
N (-1.400, -4.984, -0.562)  0.07
H (-3.164, -3.603, -3.150)  0.09
H (-1.957, -4.997, -3.275)  0.09
H (-1.463, -3.407, -2.776)  0.04
H (-2.990, -3.597, -0.823)  0.12
H (-3.806, -5.772, -0.099)  0.14
H (-3.286, -6.378, -1.716)  0.14
H (-5.330, -6.699, -2.597)  0.09
H (-6.625, -5.479, -2.448)  0.10
H (-6.201, -6.382, -0.903)  0.11
H (-1.146, -5.911, -0.849)  0.07
H (-0.610, -4.387, -0.812)  0.07
C (1.143, -3.250, -4.732)  -0.06
C (1.726, -1.901, -5.168)  -0.40
C (0.578, -0.951, -5.620)  -0.18
O (-0.308, -0.854, -4.495)  -0.22
C (-1.375, -0.015, -4.774)  -0.11
N (2.484, -1.172, -4.122)  0.05
H (0.761, -3.803, -5.619)  0.09
H (0.350, -3.103, -4.020)  0.04
H (1.960, -3.800, -4.275)  0.07
H (2.442, -2.010, -6.026)  0.15
H (0.125, -1.429, -6.478)  0.12
H (1.045, 0.013, -5.926)  0.14
H (-1.058, 0.971, -5.055)  0.09
H (-2.022, 0.045, -3.875)  0.09
H (-1.998, -0.423, -5.603)  0.10
H (3.376, -1.638, -3.923)  0.08
H (2.034, -1.180, -3.263)  0.01

---

4.
Computed, not measured: C3H6IrO3 as an isolated structure, with ωB97M-V/def2-TZVPD.

Calculated values
LUMO (alpha / beta)   -15.76 / -20.28 eV
Multiplicity   5
M   282.295 g mol⁻¹
Max |F|   6.494 eV/Å
Net charge   +3
Highest occupied orbital energy (alpha / beta)   -25.452 / -25.944 eV
Energy above the lowest of the compared OMol25 structures with the same formula, charge and spin   20.4 kcal/mol
Gap between HOMO and LUMO (alpha / beta)   0.356 / 0.208 Ha

Each line ends with the Löwdin charge.
Geometry (Å):
H (1.089, 1.243, 0.132)  0.35
O (2.086, -1.510, -0.014)  0.17
C (1.556, -0.497, 0.406)  -0.55
O (2.060, 0.640, -0.062)  -0.04
Ir (3.685, -0.163, -0.709)  1.77
O (0.321, -0.132, 0.736)  0.10
C (-0.831, -0.505, -0.098)  0.02
C (-1.879, 0.555, 0.093)  0.15
H (-1.147, -1.495, 0.246)  0.25
H (-0.470, -0.559, -1.131)  0.22
H (-1.935, 0.871, 1.142)  0.18
H (-2.847, 0.125, -0.195)  0.17
H (-1.687, 1.427, -0.545)  0.22

---

Number 1: electronic energy -10716.8408 eV. Number 2: electronic energy -138812.1116 eV. Number 3: electronic energy -61308.6275 eV. Number 4: electronic energy -12142.3948 eV.